# 1
{
  "formula": "C10H32IN8O6",
  "method": "wB97M-V/def2-TZVPD",
  "elements": ["I", "C", "C", "C", "O", "H", "H", "H", "H", "H", "H", "H", "H", "C", "C", "C", "O", "H", "H", "H", "H", "H", "H", "H", "H", "C", "O", "N", "N", "H", "H", "H", "H", "C", "O", "N", "N", "H", "H", "H", "H", "C", "O", "N", "N", "H", "H", "H", "H", "C", "O", "N", "N", "H", "H", "H", "H"],
  "xyz": [[0.4700, 0.0904, 0.8664], [-0.5348, -0.5972, -3.1046], [-1.3784, -1.7819, -2.6289], [-1.2750, -2.8799, -3.7045], [-0.9517, -2.3276, -1.4124], [0.4831, -0.9438, -3.3127], [-0.3863, 0.1306, -2.3049], [-0.8305, -0.1480, -4.0520], [-2.4206, -1.4397, -2.6385], [-0.2233, -3.1502, -3.8462], [-1.6984, -2.5447, -4.6505], [-1.6247, -3.8820, -3.4447], [-0.6805, -1.5970, -0.8349], [-3.0950, 1.5243, -1.3925], [-2.6613, 2.7243, -0.5426], [-3.0300, 2.4805, 0.9294], [-1.2492, 2.8649, -0.6622], [-2.6538, 0.6193, -0.9669], [-2.8504, 1.5575, -2.4531], [-4.1659, 1.3085, -1.3227], [-3.1129, 3.6725, -0.8346], [-4.0545, 2.7990, 1.1556], [-2.4249, 2.9934, 1.6761], [-3.1392, 1.4282, 1.2045], [-0.8914, 2.1280, -0.1430], [1.6922, 2.9794, 3.9378], [1.8335, 3.7192, 4.9194], [2.2573, 1.7819, 3.7737], [0.7353, 3.1757, 3.0125], [3.1100, 1.5695, 4.2632], [2.0540, 1.2215, 2.9574], [0.6127, 2.4524, 2.3177], [0.0620, 3.9091, 3.1329], [-2.2758, -2.8501, 2.9603], [-3.0506, -3.6031, 3.5566], [-2.1351, -2.6578, 1.6270], [-1.3995, -2.0599, 3.5779], [-2.6601, -3.1895, 0.9585], [-1.3050, -2.1063, 1.4616], [-1.3434, -1.9680, 4.5764], [-0.9357, -1.3135, 3.0784], [3.5447, 2.6229, -1.4777], [3.4037, 1.8753, -2.4408], [4.0192, 3.8879, -1.5778], [3.3026, 2.2518, -0.2130], [4.3678, 4.1259, -2.4894], [4.1476, 4.4209, -0.7406], [2.8278, 1.3801, -0.0318], [3.2251, 2.9779, 0.4771], [2.2203, -4.2622, -0.4481], [1.8836, -5.4399, -0.5932], [3.2806, -3.6091, -0.9653], [1.3921, -3.4320, 0.2412], [4.1239, -4.0724, -1.2464], [3.2420, -2.6120, -0.8721], [1.6707, -2.4667, 0.1769], [0.4761, -3.7385, 0.5106]],
  "forces_ev_per_angstrom": [[0.038, -0.034, 0.179], [1.208, -0.386, 0.496], [-0.139, -0.239, -2.045], [0.787, -0.528, 0.311], [-0.119, 0.238, 0.280], [0.040, -0.220, 0.113], [-0.405, 0.333, -0.196], [-0.575, 0.117, 0.242], [-0.190, -0.111, 0.603], [0.208, 0.604, -0.226], [-0.036, -0.081, 0.001], [-0.906, 0.363, 0.316], [0.057, -0.032, 0.030], [-0.735, -0.329, 0.268], [0.347, -0.706, 0.554], [-1.441, -0.186, 0.443], [-0.193, 0.244, 0.088], [0.359, 0.084, -0.051], [0.247, 0.354, 0.081], [-0.146, 0.362, 0.027], [0.095, -0.054, -0.380], [-0.057, 0.412, -0.333], [0.375, -0.002, -0.325], [0.783, -0.176, -0.195], [0.382, 0.009, -0.195], [-1.695, 0.953, 1.867], [0.683, -0.304, -0.842], [1.869, -1.509, 0.013], [-0.358, 0.491, -1.053], [-0.143, 0.096, 0.094], [-0.002, 0.009, 0.054], [-0.469, 0.294, -0.141], [0.077, -0.043, -0.021], [-1.341, -1.098, 0.498], [0.351, 0.349, -0.781], [-0.253, -0.207, -0.019], [1.718, 1.663, 1.784], [0.316, 0.080, -0.180], [-0.370, -0.236, -1.346], [-0.382, -0.380, -0.042], [0.006, -0.099, 0.027], [-0.076, -1.083, -0.988], [0.190, 0.406, 0.186], [-0.022, 0.271, -0.544], [-0.124, -0.294, 1.242], [0.048, 0.437, 0.277], [0.329, 0.383, -0.311], [-0.194, 0.133, -0.123], [-0.168, -0.235, 0.233], [-2.747, -1.552, 0.387], [1.426, 0.241, -0.198], [0.721, 0.200, -0.342], [1.227, 0.584, 0.034], [-0.177, -0.033, -0.081], [0.632, 0.076, -0.162], [-1.020, 0.235, 0.612], [-0.034, 0.136, -0.221]],
  "nbo_charge": [-0.885, -0.647, 0.102, -0.626, -0.744, 0.208, 0.229, 0.209, 0.139, 0.206, 0.197, 0.215, 0.489, -0.635, 0.091, -0.648, -0.741, 0.213, 0.216, 0.198, 0.167, 0.203, 0.215, 0.216, 0.482, 0.757, -0.694, -0.845, -0.854, 0.393, 0.407, 0.405, 0.401, 0.765, -0.688, -0.858, -0.849, 0.414, 0.401, 0.395, 0.398, 0.766, -0.675, -0.852, -0.843, 0.406, 0.385, 0.426, 0.376, 0.764, -0.685, -0.846, -0.836, 0.402, 0.389, 0.385, 0.417],
  "spin_multiplicity": 1,
  "mol_weight_g_mol": 487.320,
  "total_charge": -1,
  "energy_ha": -1587.678759,
  "relative_energy_kcal_mol": 8.6,
  "e_lumo_ev": 2.4,
  "homo_ev": -6.48
}

***

# 2
{
  "formula": "C10H32N6O6",
  "method": "wB97M-V/def2-TZVPD",
  "elements": ["N", "C", "N", "O", "H", "H", "H", "H", "N", "C", "N", "O", "H", "H", "H", "H", "N", "C", "N", "O", "H", "H", "H", "H", "C", "C", "C", "O", "H", "H", "H", "H", "H", "H", "H", "H", "C", "C", "C", "O", "H", "H", "H", "H", "H", "H", "H", "H", "C", "O", "H", "H", "H", "H"],
  "xyz": [[-2.8975, 22.2416, 16.7561], [-2.8418, 23.1041, 15.7784], [-1.7167, 22.9861, 15.0843], [-3.9607, 23.9280, 15.4335], [-3.8852, 22.2356, 17.1751], [-2.0701, 21.8719, 17.3491], [-1.6052, 23.5451, 14.2480], [-1.0172, 22.3381, 15.2912], [-5.0990, 19.2799, 16.3337], [-4.0881, 19.0020, 15.6364], [-3.0444, 19.8263, 15.8095], [-4.0526, 17.9240, 14.6898], [-5.9004, 18.7173, 16.2057], [-5.1169, 20.0955, 16.9818], [-2.3831, 19.6170, 15.0589], [-3.0984, 20.8240, 16.0889], [-2.1155, 19.2071, 18.3325], [-1.3999, 20.0870, 18.9740], [-1.0011, 19.7621, 20.1618], [-1.0556, 21.3172, 18.4429], [-2.5010, 19.4090, 17.4115], [-2.6874, 18.4753, 18.7923], [-0.5360, 20.4661, 20.7509], [-1.3096, 18.9752, 20.7251], [-4.3586, 18.4596, 21.2720], [-4.1875, 17.3849, 20.2453], [-4.8609, 17.7784, 19.0144], [-3.0392, 17.1951, 19.9765], [-3.5241, 19.1983, 21.2182], [-4.3352, 18.0525, 22.2532], [-5.2886, 18.9999, 21.1307], [-4.5704, 16.4099, 20.5919], [-4.7377, 17.1031, 18.1817], [-4.5634, 18.6818, 18.5758], [-5.9227, 17.9742, 19.3018], [-2.6850, 16.4225, 20.4777], [-9.6326, 22.1678, 16.2387], [-8.1719, 21.7722, 16.3767], [-7.1554, 22.8290, 16.0759], [-7.8678, 21.1902, 17.4599], [-10.2530, 21.3364, 16.1504], [-9.8485, 22.7768, 15.3323], [-9.9121, 22.8171, 17.0773], [-7.9729, 21.0078, 15.6482], [-7.5564, 23.4978, 15.2540], [-6.1816, 22.4432, 15.6994], [-6.9912, 23.4726, 16.9425], [-8.1813, 20.2504, 17.4825], [-4.6614, 21.5560, 19.2080], [-5.2283, 21.4601, 17.9088], [-4.6553, 22.5871, 19.5545], [-3.6455, 21.1809, 19.2332], [-5.1923, 20.9030, 19.8921], [-6.1914, 21.4857, 17.9253]],
  "forces_ev_per_angstrom": [[-2.455, -0.360, 3.484], [-5.322, 4.092, -2.517], [-0.184, 2.444, -2.336], [6.103, -4.213, 1.540], [2.108, 0.223, -0.567], [-0.654, 0.554, -0.401], [-0.035, -0.095, 0.340], [0.899, -0.982, 0.561], [-3.536, 1.139, 2.600], [2.473, -5.548, -7.100], [1.821, -1.104, -1.982], [-0.079, 5.363, 5.061], [-0.737, -0.516, -0.079], [-0.052, -0.680, -0.618], [0.009, 0.272, 0.478], [-0.392, -0.361, -0.211], [-2.047, -1.523, -0.875], [0.915, 5.387, -3.435], [1.809, 0.456, 4.585], [-1.114, -4.959, 2.088], [0.606, 0.382, -0.261], [1.684, 0.738, -0.066], [-0.355, -0.360, -0.984], [-0.146, -0.019, -0.969], [-0.074, 1.435, 0.608], [-11.794, 0.992, 2.977], [-3.629, -0.008, -0.741], [15.746, -4.328, -1.799], [-0.572, -0.465, -0.222], [-0.039, -0.265, 1.070], [-0.157, 0.088, 0.267], [-1.328, 0.395, 0.275], [-0.313, -0.781, 0.001], [0.787, 1.592, 0.052], [0.377, -0.491, -0.821], [0.275, 1.159, -0.858], [0.679, 2.606, -0.270], [-1.279, 2.043, -7.412], [-0.025, 1.808, -1.550], [1.236, -4.814, 8.386], [-1.144, -1.564, 0.280], [0.502, -0.411, 0.430], [-0.164, -0.303, 0.060], [-0.315, -0.196, -1.681], [0.548, -0.684, 0.891], [-0.672, 0.220, 0.502], [0.141, 0.037, 0.012], [0.303, 1.384, 0.171], [-0.355, -0.204, 0.558], [0.782, -0.089, 0.447], [-0.091, 0.049, 0.100], [0.220, 0.124, -0.510], [-0.342, 0.157, 0.280], [-0.627, 0.182, 0.163]],
  "nbo_charge": [-0.931, 0.771, -0.811, -0.771, 0.444, 0.462, 0.408, 0.395, -0.822, 0.759, -0.893, -0.782, 0.402, 0.426, 0.414, 0.423, -0.846, 0.771, -0.801, -0.785, 0.425, 0.419, 0.413, 0.403, -0.637, 0.100, -0.637, -0.704, 0.201, 0.212, 0.208, 0.140, 0.232, 0.212, 0.204, 0.497, -0.633, 0.091, -0.636, -0.717, 0.203, 0.219, 0.207, 0.136, 0.223, 0.248, 0.209, 0.485, -0.265, -0.776, 0.193, 0.196, 0.174, 0.526],
  "spin_multiplicity": 1,
  "mol_weight_g_mol": 332.402,
  "smiles": "NC(N)=O.NC(N)=O.NC(N)=O.CC(C)O.CC(C)O.CO",
  "energy_ha": -1180.054072,
  "relative_energy_kcal_mol": 17.9,
  "e_lumo_ev": -0.1,
  "homo_ev": -8.55
}